{"formula": "C21H47NO2SSi2Ti", "method": "the ωB97M-V functional and the def2-TZVPD basis", "elements": ["O", "O", "C", "C", "H", "H", "H", "H", "H", "C", "C", "H", "H", "H", "H", "H", "C", "C", "C", "H", "H", "H", "H", "H", "C", "H", "H", "H", "H", "H", "H", "Ti", "C", "Si", "H", "H", "C", "C", "C", "C", "Si", "H", "H", "C", "C", "C", "H", "H", "H", "H", "H", "H", "H", "H", "H", "H", "H", "H", "H", "H", "H", "H", "H", "H", "S", "C", "C", "C", "C", "C", "N", "H", "H", "H", "H"], "xyz": [[-0.517, -1.440, 0.873], [-2.662, -0.224, -3.203], [0.347, -2.344, 0.089], [0.808, -3.550, 0.885], [1.203, -1.727, -0.217], [-0.225, -2.621, -0.795], [1.281, -3.294, 1.834], [1.545, -4.097, 0.298], [-0.016, -4.241, 1.085], [-1.666, -2.092, 1.524], [-2.632, -2.697, 0.512], [-2.141, -1.301, 2.126], [-1.298, -2.879, 2.201], [-2.977, -1.961, -0.217], [-3.501, -3.045, 1.080], [-2.195, -3.551, -0.017], [-3.762, 0.688, -3.404], [-2.604, -1.294, -4.157], [-4.940, 0.400, -2.494], [-4.107, 0.669, -4.454], [-3.323, 1.667, -3.179], [-5.385, -0.581, -2.716], [-5.704, 1.166, -2.650], [-4.638, 0.428, -1.439], [-3.869, -2.127, -4.262], [-1.753, -1.904, -3.821], [-2.369, -0.873, -5.151], [-4.192, -2.494, -3.281], [-3.665, -2.988, -4.903], [-4.691, -1.570, -4.729], [-0.875, 0.642, -2.030], [0.182, 0.035, 2.085], [-0.409, 1.666, -2.062], [0.470, 2.106, -3.666], [-1.226, 2.387, -1.919], [0.262, 1.773, -1.198], [1.398, 0.638, -4.403], [1.758, 3.459, -3.431], [-0.537, 2.833, -5.091], [2.108, 0.080, 1.744], [3.363, 1.106, 2.682], [1.974, 0.321, 0.657], [2.398, -0.992, 1.801], [4.013, 2.431, 1.523], [4.825, 0.048, 3.218], [2.817, 1.961, 4.264], [0.139, 3.055, -5.936], [-1.019, 3.779, -4.815], [-1.318, 2.159, -5.460], [2.243, 0.338, -3.770], [1.814, 0.878, -5.393], [0.761, -0.245, -4.528], [2.351, 3.332, -2.519], [1.278, 4.445, -3.378], [2.452, 3.480, -4.282], [5.083, -0.697, 2.454], [4.611, -0.471, 4.165], [5.689, 0.712, 3.373], [2.448, 1.267, 5.030], [2.045, 2.725, 4.098], [3.723, 2.454, 4.657], [4.900, 2.906, 1.968], [3.254, 3.206, 1.345], [4.303, 1.995, 0.559], [-0.565, 1.751, 3.468], [-0.058, 0.536, 4.633], [-0.055, 0.626, 6.033], [0.244, -0.528, 6.758], [0.571, -1.716, 6.110], [0.575, -1.762, 4.722], [0.289, -0.643, 4.010], [-0.354, 1.582, 6.469], [0.191, -0.495, 7.847], [0.793, -2.622, 6.658], [0.734, -2.667, 4.132]], "spin_multiplicity": 2, "s_squared": 0.755, "homo_lumo_gap_ev": [7.98, 8.36], "mol_weight_da": 481.7, "homo_ev": [-11.347, -11.605], "relative_energy_ev": 0.357, "total_charge": 1, "e_lumo_ev": [-3.37, -3.25]}


{"formula": "C13H20N2O4", "method": "the ωB97M-V functional and the def2-TZVPD basis", "elements": ["C", "C", "C", "C", "H", "H", "O", "C", "O", "C", "C", "N", "C", "N", "H", "H", "C", "O", "O", "C", "C", "C", "C", "H", "H", "H", "H", "H", "H", "H", "H", "H", "H", "H", "H", "H", "H", "H", "H"], "xyz": [[5.861, 2.491, -0.645], [4.572, 1.897, -0.091], [3.476, 2.955, 0.034], [2.197, 2.394, 0.650], [1.448, 3.180, 0.777], [2.408, 1.924, 1.616], [1.599, 1.424, -0.211], [1.726, 0.144, 0.117], [2.300, -0.284, 1.081], [1.022, -0.709, -0.884], [-0.347, -0.822, -1.059], [-0.507, -1.741, -2.065], [0.727, -2.125, -2.443], [1.662, -1.526, -1.752], [0.916, -2.838, -3.221], [-1.399, -2.045, -2.422], [-1.452, -0.183, -0.353], [-1.333, 0.610, 0.546], [-2.634, -0.599, -0.850], [-3.807, -0.088, -0.216], [-4.139, -0.854, 1.061], [-4.411, -2.333, 0.795], [-4.727, -3.085, 2.081], [-3.894, -3.016, 2.777], [-4.916, -4.135, 1.873], [-5.609, -2.665, 2.560], [-5.249, -2.426, 0.100], [-3.534, -2.780, 0.320], [-5.017, -0.391, 1.515], [-3.304, -0.751, 1.757], [-3.652, 0.971, 0.011], [-4.600, -0.200, -0.959], [3.245, 3.361, -0.953], [3.824, 3.773, 0.667], [4.231, 1.097, -0.750], [4.762, 1.458, 0.890], [5.693, 2.919, -1.631], [6.234, 3.276, 0.010], [6.626, 1.723, -0.731]], "smiles": "CCCCOC(=O)c1nc[nH]c1C(=O)OCCCC", "homo_lumo_gap_ev": 9.96, "mol_weight_da": 268.3, "homo_ev": -9.352, "relative_energy_ev": 0.400, "e_lumo_ev": 0.60}


{"formula": "C33H46BrClO7Si2", "method": "the ωB97M-V functional and the def2-TZVPD basis", "elements": ["C", "C", "C", "C", "C", "C", "C", "C", "C", "C", "Si", "Cl", "Br", "C", "C", "O", "Si", "C", "C", "C", "H", "H", "H", "H", "H", "H", "H", "H", "H", "H", "H", "H", "H", "H", "H", "H", "H", "H", "H", "H", "H", "H", "H", "H", "H", "H", "H", "H", "H", "H", "H", "H", "H", "H", "C", "C", "C", "O", "C", "C", "C", "O", "H", "H", "H", "H", "C", "C", "C", "O", "C", "C", "C", "O", "H", "H", "H", "H", "C", "C", "C", "O", "C", "C", "C", "O", "H", "H", "H", "H"], "xyz": [[5.707, 2.290, 1.956], [5.257, 0.713, 2.175], [4.910, -0.067, 0.748], [3.300, -0.472, 0.715], [2.938, -1.493, -0.519], [1.341, -1.348, -0.911], [0.509, -2.788, -0.804], [-0.768, -2.503, 0.228], [-1.656, -3.876, 0.534], [-2.134, -3.767, 2.101], [-4.074, -3.514, 2.271], [-4.600, -2.730, 4.196], [-4.966, -5.668, 2.210], [-4.815, -2.559, 0.773], [-5.415, -1.050, 1.169], [-4.252, -0.150, 1.182], [-4.669, 1.499, 0.749], [-3.798, 2.767, 1.971], [-6.547, 1.917, 0.816], [-3.963, 1.923, -1.015], [5.050, 2.808, 1.111], [5.536, 2.825, 3.008], [6.844, 2.360, 1.604], [6.074, 0.086, 2.776], [4.223, 0.743, 2.765], [5.082, 0.709, -0.129], [5.613, -1.000, 0.575], [3.072, -0.941, 1.775], [2.713, 0.543, 0.605], [3.536, -1.211, -1.511], [3.181, -2.602, -0.233], [1.193, -0.923, -1.993], [0.871, -0.576, -0.166], [0.063, -3.132, -1.846], [1.233, -3.610, -0.342], [-0.263, -2.086, 1.223], [-1.471, -1.642, -0.175], [-2.558, -4.000, -0.235], [-0.931, -4.782, 0.308], [-1.825, -4.794, 2.621], [-1.642, -2.890, 2.707], [-4.083, -2.421, -0.141], [-5.728, -3.196, 0.364], [-5.859, -1.070, 2.262], [-6.220, -0.814, 0.354], [-4.169, 2.556, 3.081], [-4.251, 3.838, 1.702], [-2.632, 2.762, 1.869], [-7.150, 1.203, 0.075], [-6.672, 3.031, 0.414], [-6.970, 1.783, 1.903], [-3.264, 1.057, -1.408], [-4.802, 2.075, -1.826], [-3.377, 2.960, -0.945], [9.206, -1.171, 1.272], [9.815, -2.275, 1.716], [10.706, -2.237, 2.893], [11.266, -3.246, 3.299], [10.895, -0.934, 3.561], [10.285, 0.170, 3.117], [9.395, 0.132, 1.940], [8.835, 1.141, 1.534], [8.550, -1.181, 0.410], [9.686, -3.238, 1.238], [11.551, -0.923, 4.423], [10.414, 1.133, 3.595], [-12.132, 1.074, -1.447], [-10.970, 0.441, -1.256], [-9.702, 0.995, -1.770], [-8.639, 0.416, -1.598], [-9.768, 2.276, -2.502], [-10.929, 2.909, -2.693], [-12.197, 2.354, -2.179], [-13.261, 2.934, -2.351], [-13.071, 0.681, -1.077], [-10.906, -0.499, -0.721], [-8.829, 2.669, -2.872], [-10.994, 3.849, -3.228], [5.923, 2.564, -3.279], [5.286, 3.324, -4.175], [4.155, 2.795, -4.963], [3.573, 3.490, -5.784], [3.756, 1.395, -4.722], [4.393, 0.634, -3.826], [5.523, 1.164, -3.038], [6.106, 0.469, -2.217], [6.755, 2.937, -2.694], [5.567, 4.354, -4.363], [2.924, 1.022, -5.308], [4.112, -0.395, -3.638]], "smiles": "CCCCCCCCCC[Si@](Cl)(Br)CCO[Si](C)(C)C.O=C1C=CC(=O)C=C1.O=C1C=CC(=O)C=C1.O=C1C=CC(=O)C=C1", "homo_lumo_gap_ev": 7.99, "mol_weight_da": 726.3, "homo_ev": -9.840, "e_lumo_ev": -1.85}


{"formula": "C3H5BrNO2P", "method": "the ωB97M-V functional and the def2-TZVPD basis", "elements": ["C", "C", "C", "N", "O", "O", "P", "Br", "H", "H", "H", "H", "H"], "xyz": [[1.597, 0.619, -0.730], [0.457, 1.304, -0.227], [-1.768, 1.255, 0.051], [1.096, -1.492, -0.464], [0.546, 2.474, 0.089], [-0.651, 0.524, -0.265], [2.315, -2.139, 0.055], [3.170, 0.989, 0.290], [-2.183, 1.706, -0.816], [-1.347, 2.121, 0.571], [-2.446, 0.697, 0.702], [2.473, -3.393, 0.404], [3.530, -1.410, 0.329]], "homo_lumo_gap_ev": 7.03, "mol_weight_da": 198.0, "homo_ev": -8.284, "relative_energy_ev": 5.712, "e_lumo_ev": -1.25}


{"formula": "C2ClN2O6", "method": "the ωB97M-V functional and the def2-TZVPD basis", "elements": ["C", "C", "N", "N", "O", "O", "O", "O", "O", "O", "Cl"], "xyz": [[1.090, 0.706, 0.338], [2.811, -0.710, 0.173], [-3.579, -0.152, -0.274], [2.761, -0.071, -0.973], [0.130, 1.362, 0.681], [1.724, -0.187, 1.074], [-3.994, 0.198, -1.340], [-4.251, -0.622, 0.568], [1.700, 0.902, -0.831], [3.512, -1.618, 0.568], [-1.904, 0.191, 0.017]], "homo_lumo_gap_ev": 7.61, "mol_weight_da": 183.5, "homo_ev": -4.816, "relative_energy_ev": 1.789, "total_charge": -1, "e_lumo_ev": 2.80}


{"formula": "C2H12N2O2", "method": "the ωB97M-V functional and the def2-TZVPD basis", "elements": ["C", "N", "C", "N", "H", "H", "H", "H", "H", "H", "H", "H", "H", "H", "O", "H", "H", "O"], "xyz": [[-0.570, 0.274, -2.474], [0.220, 0.720, -1.264], [0.073, -0.129, -0.052], [0.817, 0.168, 1.089], [-0.446, 1.053, -3.239], [-0.106, -0.698, -2.890], [-1.516, -0.045, -2.173], [1.250, 0.657, -1.583], [0.283, -1.188, -0.455], [-0.984, -0.095, 0.386], [0.789, 1.135, 1.358], [0.666, -0.294, 1.884], [2.643, -3.323, 2.982], [1.682, -2.194, 3.408], [1.704, -3.092, 3.091], [-2.259, 3.174, -0.906], [-1.421, 2.066, -0.633], [-2.311, 2.174, -0.811]], "smiles": "CNCN.O.O", "homo_lumo_gap_ev": 9.59, "mol_weight_da": 96.1, "homo_ev": -8.770, "relative_energy_ev": 2.062, "e_lumo_ev": 0.82}


Going through the records in order, we get maximum force values of 1.470 1.041 2.745 3.492 2.549 5.751 eV Å⁻¹.